# 1
Below is a structure of composition C18H24AsCl2NO2RhSSi at a distorted geometry, with properties calculated with ωB97M-V with the def2-TZVPD basis set.

CARTESIAN COORDINATES (ANGSTROEM)
Rh 0.42481 -1.49681 0.36571
C -4.18651 3.22551 -0.69666
Si -2.41442 3.00638 -1.23856
C -1.25145 3.79648 -0.01123
C -2.07762 3.66167 -2.95680
C -2.14594 1.11919 -1.37798
C -2.98133 0.39375 -2.22840
C -2.85968 -0.98262 -2.39691
C -1.86387 -1.64332 -1.71195
N -1.03966 -0.96485 -0.90995
C -1.18224 0.35630 -0.72350
S 0.02618 0.83374 0.45820
H -4.43345 4.28474 -0.60102
H -4.34359 2.75888 0.27794
H -4.89641 2.78407 -1.39819
H -1.45536 4.86924 0.02219
H -0.20358 3.67170 -0.29013
H -1.38742 3.40694 0.99940
H -2.21448 4.74461 -2.98966
H -2.73753 3.22273 -3.70720
H -1.04698 3.44973 -3.24939
H -3.75793 0.91834 -2.77421
H -3.52656 -1.53256 -3.04457
H -1.70554 -2.71017 -1.79496
Cl 1.67809 -2.02587 7.48923
C 1.68937 -1.99528 5.76254
C 2.91531 -1.99489 5.08143
C 2.94565 -1.97648 3.71152
Cl 4.46071 -1.95566 2.88681
C 1.76010 -1.96714 2.93354
O 1.86647 -1.97014 1.64194
C 0.52754 -1.96737 3.65062
C -0.73137 -2.01331 2.99997
O -0.95624 -2.08972 1.77242
C 0.51927 -1.97332 5.06348
H 3.84284 -2.00305 5.63734
H -1.61478 -2.01800 3.64862
H -0.42477 -1.97743 5.59333
C 3.89663 -1.44564 -0.80144
As 2.07787 -1.14680 -1.36592
C 2.13825 0.62522 -2.13974
C 1.89787 -2.25983 -2.93932
H 4.56408 -1.25129 -1.63950
H 4.01574 -2.47116 -0.45801
H 4.12528 -0.77693 0.02587
H 2.91335 0.64776 -2.90496
H 2.36291 1.35219 -1.36341
H 1.17683 0.87274 -2.58783
H 2.70683 -2.00705 -3.62283
H 0.94143 -2.07202 -3.42440
H 1.96528 -3.31321 -2.67346

E_HOMO ... -0.4058 Eh
Relative energy (zero: lowest compared OMol25 entry of this formula, charge and spin) ... 0.182 eV
Net charge ... +1
LUMO energy ... -4.56 eV
Gap between HOMO and LUMO ... 0.2381 Ha

# 2
Below is a cluster of 3 separate species, C14H12F16N2O6 in total, with properties calculated with ωB97M-V with the def2-TZVPD basis set.

CARTESIAN COORDINATES (ANGSTROEM)
N -3.76442 -1.20637 3.38666
C -3.69306 -2.12783 2.69887
O -3.62556 -3.16475 1.94621
C -4.41501 -3.17767 0.68089
N -5.04383 -4.42892 0.55541
C -5.32068 -1.95039 0.55211
O -4.51362 -1.03370 -0.18640
C -3.36776 -1.63586 -0.53881
O -2.39728 -1.12033 -0.95638
O -3.50392 -2.99783 -0.34788
H -5.34812 -4.76160 1.46299
H -4.37409 -5.10263 0.19756
H -6.18880 -2.21949 -0.04404
H -5.65150 -1.51398 1.49094
C -0.88883 1.74075 -1.72991
C -1.48255 1.99011 -3.11936
C -0.52168 1.92947 -4.31078
F 0.42051 2.89086 -4.21384
F -1.22169 2.13742 -5.44868
F -2.17235 3.14834 -3.14430
F -2.36999 0.97367 -3.34032
O -0.61566 2.89197 -0.94766
C 0.57100 3.54397 -1.00493
C 0.41652 5.00798 -1.44516
F -0.12716 5.07493 -2.67376
F 1.64178 5.57937 -1.48775
F 1.48417 2.89816 -1.75438
F 1.07406 3.59340 0.26470
H -1.67261 1.22473 -1.17904
H -0.04652 1.05404 -1.76697
H -0.03994 0.95007 -4.36444
H -0.21323 5.54376 -0.73299
C 5.15850 -0.69501 1.91655
C 4.51294 -1.18319 3.21880
C 3.82323 -2.55177 3.19237
F 2.78241 -2.54453 2.33524
F 3.35446 -2.82605 4.42885
F 3.67530 -0.25332 3.70972
F 5.54550 -1.33531 4.10599
O 4.40815 0.22801 1.15532
C 3.54088 -0.16998 0.18182
C 2.11570 0.32714 0.46183
F 1.66707 -0.15694 1.63286
F 1.30288 -0.13345 -0.52575
F 3.56612 -1.50066 -0.01783
F 3.92228 0.41662 -0.97961
H 6.03493 -0.13456 2.23836
H 5.50926 -1.53440 1.31583
H 4.53072 -3.33212 2.90039
H 2.09221 1.41748 0.48096

E_HOMO ... -0.4143 Eh
LUMO energy ... 0.34 eV
Gap between HOMO and LUMO ... 0.4268 Ha
Structure (SMILES) ... FC(F)C(F)(F)COC(F)(F)C(F)F.FC(F)C(F)(F)COC(F)(F)C(F)F.N#CO[C@@]1(N)COC(=O)O1

# 3
Below is a structure of composition C28H47Cl3CrN2O3PSi at a distorted geometry, with properties calculated with ωB97M-V with the def2-TZVPD basis set.

CARTESIAN COORDINATES (ANGSTROEM)
C 6.97673 -0.65240 -3.50285
C 7.42638 -2.05339 -3.32534
H 7.72947 0.05986 -3.15548
H 6.04041 -0.44605 -2.98798
H 6.82338 -0.46094 -4.57333
C 8.73281 -2.41650 -3.37420
C 9.86538 -1.47760 -3.63476
H 9.01799 -3.46328 -3.33070
H 9.83373 -0.57783 -3.00826
H 9.85096 -1.16274 -4.68669
H 10.83537 -1.96026 -3.45141
Cr 1.28381 -0.85848 -0.69874
Cl -0.88318 -0.42005 -1.43288
Cl 1.85306 -1.50541 -2.81631
C 0.02839 -3.55980 -0.81652
O 0.65841 -2.72771 -0.10221
N 0.05849 -4.88563 -0.64236
C 0.59896 -5.45529 0.58228
C 0.03051 -5.75839 -1.79969
H -0.60854 -3.22788 -1.66564
H 0.14293 -4.99627 1.46502
H 1.69985 -5.34454 0.65153
H 0.35534 -6.52946 0.56826
H -0.57432 -5.27308 -2.59112
H -0.42039 -6.71606 -1.50146
H 1.05819 -5.92592 -2.19497
H 3.65903 3.12100 0.95303
H 4.61132 0.61371 0.27124
C 3.71368 2.73303 1.97912
C 4.66483 0.56482 1.38224
N 3.53241 1.28443 1.98868
H 2.94952 3.21675 2.59704
C 2.30599 0.74868 1.89232
O 2.04773 -0.47740 1.72521
H 4.68113 -0.48037 1.72005
H 1.47765 1.49841 1.87633
H 4.70854 2.94449 2.38120
H 5.58645 1.06284 1.69907
O 5.37016 -2.78852 -2.24609
C 6.32894 -3.11035 -3.27549
C 7.63262 -5.06120 -2.22322
C 6.83456 -4.54738 -3.25056
H 7.85118 -4.41018 -1.36781
C 8.10881 -6.38462 -2.27797
H 5.76279 -3.00383 -4.21913
C 6.51661 -5.37439 -4.34126
H 8.69809 -6.78764 -1.44640
C 7.79137 -7.19860 -3.37675
C 6.99673 -6.68533 -4.41092
H 5.85254 -4.97700 -5.12421
H 8.19021 -8.21316 -3.45381
H 6.73597 -7.32064 -5.26977
Si 4.60837 -3.59024 -0.97235
Cl 2.33436 1.29035 -1.22352
C 5.78741 -4.13736 0.39946
C 3.58744 -5.05764 -1.55590
C 3.54078 -2.36463 -0.07472
H 6.45861 -4.96340 0.13364
H 5.13837 -4.46738 1.22776
H 6.39159 -3.28175 0.73971
H 3.95181 -1.37885 0.19244
H 2.96899 -2.80843 0.75399
H 2.89060 -2.21402 -0.97677
H 4.22110 -5.85214 -1.96524
H 2.90543 -4.74738 -2.34736
H 2.99359 -5.52249 -0.75396
C -2.16346 1.70635 0.62585
P -1.39755 0.18404 1.33489
C -0.86671 0.97319 2.91990
C -2.85058 -0.72075 2.02331
C -4.10668 -0.72169 1.39505
C -5.15756 -1.46771 1.94300
C -5.01450 -2.12772 3.16875
C -3.78237 -2.04706 3.83514
C -2.68361 -1.45368 3.21472
H -2.86434 2.18022 1.31689
H -1.33179 2.38306 0.39943
H -2.65033 1.45653 -0.31575
H -1.75177 1.13840 3.54214
H -0.16483 0.31368 3.43673
H -0.36074 1.91901 2.72575
H -4.26096 -0.13032 0.49012
H -6.11116 -1.52094 1.41446
H -5.84627 -2.69434 3.59845
H -3.67805 -2.45794 4.84434
H -1.69881 -1.52865 3.67629

E_HOMO (spin up / spin down) ... -0.1153 / -0.1496 Eh
Relative energy (zero: lowest compared OMol25 entry of this formula, charge and spin) ... 0.000 eV
Net charge ... -1
LUMO energy (spin up / spin down) ... 2.39 / 2.39 eV
<S²> ... 6.011
Multiplicity ... 5
Gap between HOMO and LUMO (spin up / spin down) ... 0.2033 / 0.2376 Ha